{
  "formula": "C20H63N5O9",
  "method": "the ωB97M-V functional and the def2-TZVPD basis",
  "spin_multiplicity": 1,
  "homo_lumo_gap_ev": 9.1,
  "e_lumo_ev": 0.000,
  "relative_energy_kcal_mol": 88.3,
  "symbols": ["C", "C", "C", "O", "C", "N", "H", "H", "H", "H", "H", "H", "H", "H", "H", "H", "H", "C", "C", "C", "O", "C", "N", "H", "H", "H", "H", "H", "H", "H", "H", "H", "H", "H", "C", "C", "C", "O", "C", "N", "H", "H", "H", "H", "H", "H", "H", "H", "H", "H", "H", "C", "C", "C", "O", "C", "N", "H", "H", "H", "H", "H", "H", "H", "H", "H", "H", "H", "C", "C", "C", "O", "C", "N", "H", "H", "H", "H", "H", "H", "H", "H", "H", "H", "H", "O", "H", "H", "O", "H", "H", "O", "H", "H", "O", "H", "H"],
  "coordinates": [[-16.59015, 19.40297, 7.36522], [-16.03853, 20.06676, 8.65665], [-16.37038, 19.21867, 9.94017], [-17.69038, 18.64346, 9.86552], [-17.88185, 17.52614, 10.76385], [-14.60858, 20.27097, 8.57118], [-17.66712, 19.26479, 7.46084], [-16.19390, 18.45600, 6.99870], [-16.47466, 20.17636, 6.60586], [-16.52557, 21.02181, 8.85357], [-16.19874, 19.78529, 10.85537], [-15.68369, 18.38330, 10.07697], [-17.88130, 17.87632, 11.79607], [-17.06971, 16.80470, 10.85360], [-18.81411, 16.98617, 10.59827], [-14.21311, 20.70799, 9.39138], [-14.10633, 19.39648, 8.51536], [-13.38447, 24.65104, 12.14036], [-12.01273, 24.32781, 12.76499], [-11.36472, 22.99770, 12.29592], [-12.22145, 21.84313, 12.16448], [-11.44587, 20.69652, 12.06523], [-11.02647, 25.41486, 12.49661], [-14.03918, 23.82859, 12.42854], [-13.26861, 24.73385, 11.05971], [-13.81763, 25.61611, 12.40328], [-12.14367, 24.14896, 13.83222], [-10.44997, 22.86390, 12.87334], [-10.95822, 23.24423, 11.31506], [-12.10541, 19.88593, 11.75528], [-10.95618, 20.45868, 13.00955], [-10.61973, 20.75138, 11.35630], [-10.98230, 25.56940, 11.49948], [-11.39387, 26.30629, 12.79738], [-8.61295, 25.21973, 3.70684], [-8.27974, 26.63485, 4.17565], [-8.10257, 26.63374, 5.75140], [-9.21138, 26.20233, 6.49768], [-10.30780, 27.14338, 6.44058], [-7.10018, 27.14345, 3.48744], [-7.73459, 24.59376, 3.86413], [-8.56685, 25.21730, 2.61782], [-9.53267, 24.81336, 4.12764], [-9.02413, 27.37263, 3.87619], [-7.88683, 27.66103, 6.04507], [-7.23788, 26.03433, 6.03621], [-10.72836, 27.28649, 5.44522], [-10.07397, 28.08872, 6.93024], [-11.11523, 26.70224, 7.02501], [-6.29098, 26.61166, 3.77464], [-7.26476, 26.72917, 2.58114], [-7.07104, 19.50338, 16.31982], [-5.68961, 20.15518, 15.90839], [-5.24380, 19.72283, 14.40829], [-6.24746, 19.80308, 13.40879], [-5.96782, 19.16885, 12.19298], [-5.87444, 21.62268, 16.16776], [-7.81046, 19.67936, 15.53855], [-7.40729, 19.70982, 17.33591], [-6.93525, 18.43052, 16.45633], [-4.90137, 19.84863, 16.59600], [-4.95771, 18.67602, 14.51043], [-4.38756, 20.34288, 14.14279], [-6.49100, 19.58937, 11.33418], [-6.38561, 18.16428, 12.25925], [-4.90472, 19.04415, 11.98716], [-5.20335, 22.21890, 15.70486], [-6.69582, 21.82456, 15.61580], [-6.04937, 15.04178, 4.50020], [-5.31971, 16.28397, 4.99769], [-3.95350, 16.38276, 4.25925], [-3.05725, 15.28879, 4.52018], [-1.72697, 15.51682, 4.17029], [-6.25335, 17.38861, 4.72354], [-6.28417, 15.09141, 3.43695], [-7.00052, 15.04094, 5.03256], [-5.65449, 14.02599, 4.48156], [-5.12551, 16.18140, 6.06533], [-3.50221, 17.34040, 4.51878], [-4.17080, 16.42221, 3.19186], [-1.63871, 16.14297, 3.28246], [-1.21168, 14.58975, 3.91902], [-1.17912, 16.07919, 4.92639], [-6.18216, 17.63446, 3.74651], [-5.87395, 18.23256, 5.12840], [-10.54694, 17.83304, 7.52656], [-10.56870, 17.03176, 8.04972], [-9.71814, 17.78607, 7.04999], [-11.33939, 20.27143, 3.97170], [-10.41721, 20.03344, 3.87585], [-11.66309, 19.70147, 4.66926], [-8.90667, 22.09419, 7.49077], [-9.24689, 22.98583, 7.56461], [-9.61505, 21.53924, 7.81705], [-4.96328, 22.28933, 6.88295], [-4.74296, 22.47315, 7.79614], [-5.91734, 22.21209, 6.87713]]
}



{
  "formula": "C20H25F2Si",
  "method": "the ωB97M-V functional and the def2-TZVPD basis",
  "spin_multiplicity": 1,
  "total_charge": 1,
  "homo_lumo_gap_ev": 3.4,
  "e_lumo_ev": -6.727,
  "relative_energy_kcal_mol": 65.8,
  "symbols": ["C", "C", "Si", "C", "C", "C", "H", "H", "H", "H", "H", "H", "H", "H", "H", "H", "H", "H", "H", "H", "F", "C", "C", "C", "C", "C", "C", "C", "C", "C", "C", "C", "F", "C", "C", "C", "C", "H", "H", "H", "H", "H", "H", "H", "H", "H", "H", "H"],
  "coordinates": [[-3.65702, -2.89851, 0.35382], [-2.30672, -3.46506, 0.85931], [-1.46022, -3.31359, 2.58163], [-2.22115, -2.16196, 3.94294], [0.45888, -3.02618, 2.39431], [1.36406, -3.18095, 1.13218], [-0.24957, 0.10674, -0.54820], [-4.06989, -3.57574, -0.39782], [-4.40696, -2.80561, 1.14201], [-3.53517, -1.93398, -0.15108], [-2.43255, -4.57342, 0.80547], [-1.57536, -3.23221, 0.04749], [-2.51248, -2.84281, 4.75958], [-1.52146, -1.43672, 4.38602], [-3.13249, -1.60256, 3.67559], [0.83080, -2.10559, 2.88919], [0.75144, -3.87033, 3.06665], [2.30772, -3.65181, 1.43885], [0.92626, -3.81149, 0.34830], [1.64562, -2.20705, 0.70642], [-2.46876, 2.53770, -4.74767], [-2.61668, 2.09971, -3.46644], [-3.86974, 1.66089, -3.05092], [-4.00848, 1.21091, -1.73513], [-2.88761, 1.04127, -0.93142], [-1.62941, 1.46952, -1.39266], [-0.43632, 1.18197, -0.48178], [0.94965, 1.56373, -0.90887], [1.88375, 1.76855, 0.06961], [3.19526, 2.30000, -0.15667], [3.53904, 2.80679, -1.43689], [4.89020, 2.97833, -1.72247], [5.23148, 3.34576, -3.00429], [5.89586, 2.76621, -0.78094], [5.52616, 2.42630, 0.52423], [4.19531, 2.22400, 0.86154], [-1.48424, 2.05778, -2.64804], [-4.72456, 1.71503, -3.71662], [-4.98273, 0.99136, -1.33525], [-2.95576, 0.50090, 0.02074], [-0.63228, 1.48534, 0.56655], [1.19509, 1.46702, -1.97472], [1.63394, 1.40459, 1.08316], [2.74875, 3.02089, -2.17070], [6.94084, 2.82432, -1.07984], [6.29220, 2.33728, 1.29699], [3.88427, 1.98592, 1.88292], [-0.50901, 2.41677, -2.99705]]
}



{
  "formula": "C28H36N6OW",
  "method": "the ωB97M-V functional and the def2-TZVPD basis",
  "spin_multiplicity": 1,
  "total_charge": 2,
  "homo_lumo_gap_ev": [6.1, 6.1],
  "e_lumo_ev": [-5.607, -5.540],
  "symbols": ["W", "C", "C", "C", "C", "C", "C", "C", "N", "N", "C", "C", "C", "C", "C", "C", "N", "C", "C", "C", "C", "C", "C", "N", "H", "H", "H", "H", "H", "H", "H", "H", "H", "H", "H", "H", "H", "H", "H", "H", "H", "H", "H", "H", "C", "O", "C", "C", "H", "H", "H", "H", "H", "H", "N", "C", "N", "C", "C", "C", "C", "C", "H", "H", "H", "H", "H", "H", "H", "H", "H", "H"],
  "coordinates": [[-0.42570, 0.50040, -0.02897], [2.24036, 2.10139, 0.74257], [2.64061, 2.02332, -0.72956], [1.57347, 2.22841, -1.77921], [1.84274, 3.13815, -2.79731], [1.02527, 3.19601, -3.91289], [-0.04095, 2.31131, -3.98214], [-0.28323, 1.47601, -2.90774], [0.47309, 1.45388, -1.79892], [1.41425, 0.97855, 1.22279], [1.05870, 1.20756, 2.64013], [-0.29250, 0.62369, 2.99356], [-0.73170, 0.71887, 4.30583], [-1.99341, 0.26305, 4.64223], [-2.76869, -0.29953, 3.63721], [-2.26938, -0.35223, 2.35164], [-1.05259, 0.10759, 2.00529], [2.19809, -0.28638, 1.21572], [2.19934, -0.98324, -0.11184], [3.32867, -1.56916, -0.66529], [3.22356, -2.18353, -1.90338], [1.98780, -2.19114, -2.53405], [0.90958, -1.60861, -1.89972], [1.00266, -1.02088, -0.70386], [1.69283, 3.03594, 0.89971], [3.16597, 2.14934, 1.33553], [3.11440, 1.06071, -0.93983], [3.40367, 2.79143, -0.87832], [2.70825, 3.77831, -2.72458], [1.24321, 3.88000, -4.71775], [-0.68358, 2.27102, -4.84709], [-1.10236, 0.76424, -2.93253], [1.03835, 2.27991, 2.85888], [1.83232, 0.78767, 3.29900], [-0.09556, 1.17085, 5.04978], [-2.35515, 0.35161, 5.65325], [-3.76085, -0.66520, 3.84994], [-2.86753, -0.76313, 1.54914], [1.72168, -0.97388, 1.92806], [3.22296, -0.09768, 1.56213], [4.26960, -1.54533, -0.13751], [4.08085, -2.64481, -2.36519], [1.85751, -2.65425, -3.49743], [-0.07048, -1.60483, -2.36344], [-1.16415, 3.59625, 1.49117], [-2.05029, 3.15066, 0.49258], [-1.90951, 1.98664, -0.09850], [-3.03862, 1.90455, -1.09099], [-1.76473, 3.95388, 2.32869], [-0.56832, 4.42329, 1.09891], [-0.51472, 2.78308, 1.80798], [-3.83510, 2.59151, -0.80617], [-3.43949, 0.89917, -1.19191], [-2.68049, 2.22709, -2.07031], [-1.83571, -0.73840, -0.87900], [-2.37459, -1.76177, -1.07927], [-2.97004, -2.86428, -1.35663], [-4.36664, -3.12350, -1.02264], [-4.48571, -4.39473, -0.17949], [-3.79227, -5.57101, -0.86533], [-2.33467, -5.21037, -1.14114], [-2.28051, -3.96441, -2.02266], [-4.92160, -3.24735, -1.95934], [-4.77139, -2.26340, -0.48589], [-5.54399, -4.61231, -0.03613], [-4.03652, -4.23024, 0.80341], [-4.29555, -5.80870, -1.80493], [-3.84675, -6.45443, -0.22945], [-1.82468, -6.02700, -1.65138], [-1.81357, -5.01942, -0.19869], [-2.79353, -4.16107, -2.97098], [-1.24920, -3.67358, -2.23145]]
}